(1)
{
  "formula": "C4H16BCdF4N9O7",
  "method": "the ωB97M-V functional and the def2-TZVPD basis",
  "homo_lumo_gap_ev": 6.829,
  "de_lowest_ev": 1.266,
  "energy_ha": -1773.70726,
  "elements": ["Cd", "N", "O", "O", "O", "B", "F", "F", "F", "F", "C", "O", "N", "N", "H", "H", "H", "H", "C", "O", "N", "N", "H", "H", "H", "H", "C", "O", "N", "N", "H", "H", "H", "H", "C", "O", "N", "N", "H", "H", "H", "H"],
  "xyz": [[4.040, 20.162, -3.651], [7.021, 19.619, -2.764], [7.474, 20.438, -3.507], [7.784, 18.932, -2.109], [5.814, 19.453, -2.707], [5.157, 18.027, -5.739], [5.115, 17.102, -4.749], [4.557, 19.253, -5.436], [6.498, 18.111, -5.993], [4.537, 17.555, -6.840], [4.818, 22.822, -5.059], [4.761, 21.859, -4.346], [5.643, 23.790, -4.855], [4.148, 22.999, -6.161], [5.682, 24.594, -5.466], [6.335, 23.512, -4.174], [4.354, 23.723, -6.834], [3.438, 22.309, -6.363], [2.856, 21.538, -0.922], [3.084, 21.104, -2.049], [3.694, 22.138, -0.243], [1.759, 21.380, -0.190], [3.501, 22.480, 0.687], [4.564, 22.373, -0.698], [0.942, 20.931, -0.579], [1.779, 21.583, 0.799], [1.201, 20.335, -5.067], [2.348, 20.529, -4.669], [0.263, 19.956, -4.257], [0.726, 20.505, -6.279], [0.544, 19.702, -3.321], [-0.683, 19.876, -4.603], [-0.236, 20.244, -6.442], [1.358, 20.518, -7.067], [2.789, 17.466, -2.439], [3.123, 18.509, -2.996], [1.968, 17.300, -1.510], [3.297, 16.347, -2.785], [1.579, 18.138, -1.100], [1.604, 16.394, -1.253], [3.992, 16.529, -3.494], [2.835, 15.459, -2.652]],
  "nbo_charge": [1.790, 0.744, -0.510, -0.505, -0.669, 1.325, -0.559, -0.594, -0.554, -0.561, 0.793, -0.751, -0.811, -0.815, 0.392, 0.426, 0.392, 0.409, 0.777, -0.756, -0.766, -0.830, 0.389, 0.423, 0.396, 0.390, 0.795, -0.756, -0.808, -0.809, 0.415, 0.385, 0.384, 0.417, 0.780, -0.792, -0.789, -0.810, 0.387, 0.399, 0.456, 0.381]
}

---

(2)
{
  "formula": "C4H16BaFO4",
  "method": "the ωB97M-V functional and the def2-TZVPD basis",
  "homo_lumo_gap_ev": [10.835, 5.063],
  "de_lowest_ev": 0.000,
  "total_charge": 2,
  "energy_ha": -587.65930,
  "multiplicity": 2,
  "elements": ["Ba", "F", "C", "O", "H", "H", "H", "H", "C", "O", "H", "H", "H", "H", "C", "O", "H", "H", "H", "H", "C", "O", "H", "H", "H", "H"],
  "xyz": [[-0.164, -0.588, 0.275], [0.295, -2.827, 1.832], [-1.114, 2.904, 1.545], [-0.160, 2.190, 0.793], [-0.958, 3.981, 1.486], [-2.084, 2.763, 1.068], [-1.222, 2.580, 2.581], [0.581, 2.795, 0.717], [2.420, -2.982, -1.447], [1.086, -2.527, -1.529], [2.632, -3.993, -1.794], [3.018, -2.353, -2.107], [2.863, -2.880, -0.456], [0.797, -2.661, -2.435], [-2.240, -0.243, 3.109], [-2.533, -0.019, 1.761], [-2.955, -0.926, 3.569], [-1.313, -0.815, 3.138], [-2.191, 0.707, 3.641], [-3.303, 0.548, 1.838], [1.406, 0.609, -3.033], [0.333, 0.670, -2.103], [1.075, 0.293, -4.022], [1.840, 1.593, -3.207], [2.185, -0.066, -2.680], [-0.296, 1.250, -2.539]],
  "nbo_charge": [1.924, 0.003, -0.267, -0.811, 0.219, 0.181, 0.182, 0.511, -0.275, -0.807, 0.220, 0.182, 0.191, 0.508, -0.258, -0.795, 0.219, 0.139, 0.202, 0.512, -0.270, -0.819, 0.203, 0.206, 0.189, 0.508]
}